Entry 1:
The following is a quantum chemistry calculation of a structure of composition C55H46P2PtSbSi, from OMol25.

Calculated values
LUMO level (alpha / beta) = -10.63 / -10.62 eV
Energy above the lowest of the compared OMol25 structures with the same formula, charge and spin = 70.8 kcal/mol
Charge = +3
HOMO-LUMO gap (alpha / beta) = 5.165 / 5.207 eV

The geometry in XYZ format:
```
106
C55H46P2PtSbSi, DFT the ωB97M-V functional and the def2-TZVPD basis
Pt -0.24158 -0.84434 0.00075
C 0.44819 -0.35063 3.28940
Si -0.08556 -1.73838 2.19394
C 1.38760 -2.85254 1.93779
C 1.57891 -4.00030 2.70600
C 2.79761 -4.66638 2.68328
C 3.84029 -4.19372 1.89870
C 3.65871 -3.07547 1.09528
C 2.43617 -2.40754 1.10159
P 2.06533 -1.05767 -0.03072
C 2.47877 -1.56898 -1.71311
C 2.86919 -2.87061 -2.02836
C 3.13207 -3.20876 -3.34903
C 2.98213 -2.26903 -4.35869
C 2.56139 -0.97972 -4.05309
C 2.30474 -0.63184 -2.73845
C 2.98531 0.43070 0.38984
C 2.47229 1.74720 -0.04686
C 2.95783 2.96530 0.73851
C 4.43028 2.80118 1.06502
C 4.98861 1.59634 1.18991
C 4.19499 0.38710 0.97852
C -1.83963 -2.17760 2.64010
C -2.14453 -2.54325 3.95009
C -3.46881 -2.66337 4.35874
C -4.50077 -2.42928 3.46435
C -4.21819 -2.08359 2.14736
C -2.89685 -1.96081 1.73852
P -2.45733 -1.58097 0.03113
C -3.85011 -0.86662 -0.82935
C -4.35004 0.35986 -0.38389
C -5.42372 0.93620 -1.03946
C -5.98018 0.30563 -2.14844
C -5.48170 -0.91117 -2.58973
C -4.40879 -1.50155 -1.93606
C -1.98404 -3.15870 -0.70256
C -2.45448 -4.38160 -0.21600
C -1.98809 -5.55934 -0.77016
C -1.03455 -5.53295 -1.78843
C -0.55724 -4.32748 -2.27520
C -1.02897 -3.13733 -1.73513
H 0.24690 -0.62195 4.33246
H -0.09472 0.57334 3.08383
H 1.51752 -0.16597 3.19490
H 0.78017 -4.37401 3.33734
H 2.93504 -5.55528 3.28512
H 4.79372 -4.70542 1.89748
H 4.46425 -2.74548 0.45030
H 2.97187 -3.62210 -1.25853
H 3.45619 -4.21366 -3.58679
H 3.18735 -2.54245 -5.38542
H 2.43225 -0.24616 -4.83881
H 1.97093 0.37414 -2.51701
H 2.67034 1.88285 -1.10482
H 2.80268 3.84948 0.12083
H 4.98234 3.70456 1.29435
H 6.02957 1.48967 1.46300
H 4.61707 -0.55968 1.29451
H -1.35344 -2.72150 4.67098
H -3.68952 -2.92545 5.38506
H -5.52891 -2.51080 3.79094
H -5.02464 -1.91683 1.44334
H -3.91075 0.85068 0.47960
H -5.83196 1.87403 -0.68630
H -6.80796 0.76761 -2.67052
H -5.93260 -1.40656 -3.43899
H -4.02467 -2.45569 -2.27547
H -3.18679 -4.40684 0.58119
H -2.36756 -6.50714 -0.41185
H -0.67171 -6.46341 -2.20556
H 0.16924 -4.30889 -3.07680
H -0.69498 -2.19285 -2.15977
C -3.72194 4.50635 -0.28708
C -2.94783 4.48069 0.86749
C -1.77296 3.74494 0.90116
C -1.38949 3.06295 -0.25553
C -2.15655 3.06552 -1.41571
C -3.32689 3.81053 -1.42254
Sb 0.20906 1.70536 -0.16124
C 1.14552 2.73581 -2.60625
C 0.29877 2.39529 -3.63920
C 0.59428 2.94944 -4.88455
C 1.70194 3.77242 -5.04102
C 2.53055 4.05042 -3.96646
C 2.25505 3.52689 -2.69776
C 2.22672 3.26760 2.04189
C 1.56152 4.48919 2.15564
C 0.94726 4.85267 3.34660
C 0.99202 3.99769 4.43777
C 1.64109 2.77332 4.32924
C 2.27208 2.42033 3.14566
H -4.64398 5.07313 -0.30086
H -3.25790 5.03054 1.74632
H -1.16589 3.72860 1.79706
H -1.85460 2.53149 -2.30137
H -3.92714 3.84520 -2.32221
H -0.54413 1.73345 -3.52742
H -0.05269 2.72899 -5.72461
H 1.92228 4.20029 -6.00962
H 3.40722 4.67383 -4.08589
H 2.91097 3.76525 -1.87211
H 1.52804 5.16865 1.30968
H 0.45775 5.81430 3.42989
H 0.54706 4.29452 5.37864
H 1.68969 2.10740 5.18151
H 2.84070 1.50080 3.09816
```



Entry 2:
The following is a quantum chemistry calculation of a structure of composition C55H47Cl2N2O3P2SSeV, from OMol25.

Calculated values
LUMO level (alpha / beta) = -2.27 / -2.32 eV
Energy above the lowest of the compared OMol25 structures with the same formula, charge and spin = 8.1 kcal/mol
2S+1 = 4
Charge = +1
HOMO-LUMO gap (alpha / beta) = 6.712 / 6.835 eV

The geometry in XYZ format:
```
114
C55H47Cl2N2O3P2SSeV, DFT the ωB97M-V functional and the def2-TZVPD basis
V -0.46906 -0.05783 0.28037
O -1.55119 0.10354 -2.84310
S -0.25822 0.03617 -2.13383
C 0.76670 -1.12769 -3.03434
C 0.52449 -1.06470 -4.38948
C 1.34985 -1.68421 -5.34379
C 2.46981 -2.32361 -4.89400
C 3.59516 -2.98990 -5.64416
C 4.49681 -3.60649 -4.54394
C 3.85814 -3.18770 -3.24295
C 4.20378 -3.44115 -1.94966
C 3.31713 -3.02399 -0.93405
C 2.16007 -2.31152 -1.16622
P 0.94312 -2.16201 0.18204
C 1.87414 -2.54941 1.70149
C 2.54418 -1.51431 2.35215
C 3.26620 -1.76203 3.50904
C 3.30370 -3.04410 4.04295
C 2.62558 -4.07670 3.41054
C 1.91823 -3.83353 2.23992
C -0.08615 -3.64443 -0.06691
C -1.07483 -3.91560 0.88102
C -1.90641 -5.01090 0.73758
C -1.76277 -5.84767 -0.36318
C -0.78148 -5.59049 -1.30529
C 0.05991 -4.49414 -1.15780
C 1.84022 -1.91893 -2.51013
C 2.68951 -2.44119 -3.50583
C 0.56348 1.58658 -2.55014
C 1.74286 1.59011 -3.25763
C 2.28976 2.75865 -3.83234
C 1.56286 3.91031 -3.75399
C 1.79048 5.27211 -4.36132
C 0.55590 6.11016 -3.93650
C -0.27662 5.17362 -3.09639
C -1.47423 5.35062 -2.46682
C -1.96340 4.29264 -1.67498
C -1.33317 3.07156 -1.54300
P -1.92039 2.00130 -0.18639
C -3.72600 1.89894 -0.39432
C -4.22230 1.05754 -1.39104
C -5.58901 0.92585 -1.56865
C -6.47305 1.62319 -0.75714
C -5.98431 2.46231 0.23072
C -4.61546 2.60071 0.41540
C -1.70002 3.02962 1.31036
C -2.21880 2.49789 2.49371
C -2.05210 3.16272 3.69714
C -1.34409 4.35765 3.74115
C -0.81402 4.88415 2.57352
C -0.99514 4.22739 1.36235
C -0.16075 2.81051 -2.32305
C 0.35682 3.91638 -3.02017
H -0.32345 -0.47689 -4.71988
H 1.11277 -1.60466 -6.39641
H 3.21987 -3.74109 -6.33913
H 4.13600 -2.25255 -6.23958
H 4.52457 -4.69472 -4.61515
H 5.52788 -3.25964 -4.61395
H 5.09388 -3.99947 -1.69015
H 3.54628 -3.31917 0.08176
H 2.49394 -0.50890 1.95557
H 3.79353 -0.95341 3.99918
H 3.86243 -3.23810 4.94942
H 2.65413 -5.07749 3.82147
H 1.39731 -4.64497 1.74717
H -1.21143 -3.25479 1.72834
H -2.68531 -5.19183 1.46532
H -2.42342 -6.69573 -0.48546
H -0.66661 -6.24080 -2.16258
H 0.82573 -4.31090 -1.90033
H 2.27141 0.65993 -3.41095
H 3.22453 2.70082 -4.37469
H 2.72285 5.71020 -4.00305
H 1.87517 5.19708 -5.44597
H 0.84275 6.99347 -3.36480
H -0.00833 6.46347 -4.80007
H -2.02354 6.28135 -2.52448
H -2.86970 4.45968 -1.10239
H -3.54042 0.49151 -2.01012
H -5.96341 0.25975 -2.33441
H -7.54039 1.50488 -0.88937
H -6.66607 3.01054 0.86779
H -4.25678 3.26656 1.18838
H -2.77372 1.56735 2.46636
H -2.48981 2.75476 4.60035
H -1.21374 4.87915 4.68037
H -0.26200 5.81479 2.59995
H -0.57519 4.65404 0.46045
Cl 1.32842 1.82997 0.83453
C 2.83761 2.09158 -0.09762
Cl 3.60485 0.58513 -0.56097
H 3.49556 2.65126 0.55623
H 2.56942 2.64663 -0.98967
Se -4.83506 -2.18981 0.95949
C -3.26190 -1.52839 0.50357
N -2.20283 -1.10277 0.24526
O -2.25287 -0.84302 3.33102
C -0.95957 -0.72481 3.31880
O -0.34619 -0.21391 2.38882
C -0.23387 -1.27324 4.53906
N -1.23885 -1.78063 5.48228
C -1.17798 -0.98156 6.72849
C -0.49925 0.31394 6.29825
C 0.53035 -0.16706 5.27661
H 0.43281 -2.05786 4.16817
H -1.13213 -2.76965 5.65669
H -2.44769 -1.29574 4.20074
H -0.58224 -1.49106 7.49025
H -2.17881 -0.82471 7.12732
H -0.05365 0.84660 7.13571
H -1.22216 0.98162 5.82089
H 1.39467 -0.60389 5.77832
H 0.88373 0.60914 4.59986
```



Entry 3:
The following is a quantum chemistry calculation of a structure of composition C55H47InN2O4P2S2, from OMol25.

Calculated values
LUMO level = -4.92 eV
Energy above the lowest of the compared OMol25 structures with the same formula, charge and spin = 11.2 kcal/mol
Charge = +2
HOMO-LUMO gap = 7.928 eV

The geometry in XYZ format:
```
113
C55H47InN2O4P2S2, DFT the ωB97M-V functional and the def2-TZVPD basis
In -0.32464 -0.17952 0.39563
O -1.47633 -1.98136 3.04286
C -1.18509 -1.48818 4.29215
C -1.89584 -1.78098 5.45268
C -1.43764 -1.30352 6.66964
C -0.28419 -0.53340 6.74821
C 0.33795 -0.14842 5.57840
C -0.13189 -0.57973 4.33425
P 0.48883 0.30963 2.87769
C 2.27465 0.05003 2.95676
C 2.74364 -1.17534 2.48075
C 4.08841 -1.48869 2.57166
C 4.97331 -0.57612 3.13645
C 4.51011 0.64183 3.60941
C 3.15940 0.95954 3.52326
C 0.06481 2.02742 3.33476
C -1.02317 2.24857 4.18626
C -1.43446 3.53858 4.48532
C -0.76472 4.62786 3.94744
C 0.31829 4.41918 3.10620
C 0.72570 3.13059 2.79579
C -2.35089 -3.02473 2.80362
C -2.65852 -4.03130 3.70920
C -3.61556 -4.97562 3.36924
C -4.26345 -4.92716 2.14207
C -3.86041 -3.99223 1.20766
C -2.86938 -3.06008 1.51395
P -1.98138 -2.25899 0.14800
C -3.26199 -1.58657 -0.93558
C -4.03483 -0.57835 -0.35378
C -5.01233 0.07157 -1.08626
C -5.22653 -0.27912 -2.41370
C -4.46936 -1.28419 -2.99473
C -3.48909 -1.93977 -2.26057
C -1.13773 -3.69394 -0.56589
C 0.20036 -3.89645 -0.24287
C 0.87045 -5.02412 -0.69291
C 0.20664 -5.95792 -1.47246
C -1.13812 -5.77999 -1.77524
C -1.81236 -4.66219 -1.31480
H -2.79726 -2.36948 5.41828
H -1.98860 -1.54740 7.56813
H 0.09265 -0.19971 7.70440
H 1.18163 0.53054 5.61923
H 2.05319 -1.89520 2.05046
H 4.44780 -2.44318 2.21109
H 6.02422 -0.82115 3.21375
H 5.19797 1.34780 4.05530
H 2.80688 1.90767 3.90778
H -1.56473 1.41854 4.61954
H -2.27383 3.68892 5.15122
H -1.07818 5.63416 4.19117
H 0.85466 5.26284 2.69256
H 1.57147 2.99610 2.14414
H -2.15979 -4.09374 4.66273
H -3.86057 -5.75302 4.08032
H -5.04097 -5.63870 1.90311
H -4.30671 -3.98908 0.22053
H -3.88370 -0.30821 0.68706
H -5.60972 0.84582 -0.62296
H -5.98850 0.22667 -2.99139
H -4.64014 -1.56524 -4.02529
H -2.90187 -2.70697 -2.74372
H 0.73460 -3.16977 0.35374
H 1.91205 -5.16869 -0.43994
H 0.73099 -6.83192 -1.83471
H -1.66578 -6.52078 -2.36101
H -2.86717 -4.56126 -1.53247
O 1.68707 0.66129 -2.68218
S 0.83203 -0.43073 -2.29711
O 1.26878 -1.25663 -1.14926
N -0.61259 0.01535 -1.76962
C -1.22995 1.18500 -2.24110
C -1.34947 1.54187 -3.55613
C -2.02911 2.72235 -3.92454
C -2.60296 3.52204 -2.98031
C -2.50954 3.17216 -1.61210
C -3.10368 3.94190 -0.58777
C -3.00049 3.54029 0.71262
C -2.28154 2.37206 1.00015
N -1.69518 1.63670 0.07905
C -1.81115 2.00841 -1.23793
C 0.68091 -1.45567 -3.71483
C -0.16064 -2.55855 -3.68524
C -0.26700 -3.35472 -4.81076
C 0.46224 -3.04272 -5.95285
C 1.30250 -1.93964 -5.97025
C 1.41984 -1.13390 -4.84599
H -0.92547 0.90675 -4.32390
H -2.10148 2.98144 -4.97194
H -3.13632 4.42135 -3.25846
H -3.64564 4.84218 -0.85068
H -3.45109 4.09732 1.52130
H -2.19463 2.03573 2.02382
H -0.70795 -2.79279 -2.78646
H -0.91363 -4.22252 -4.79987
H 0.37531 -3.66537 -6.83319
H 1.87026 -1.70387 -6.85982
H 2.06570 -0.26854 -4.84283
O 1.41424 1.31710 0.29727
S 2.84429 1.86382 0.23720
C 4.00228 0.55710 -0.27692
C 4.71479 1.05388 -1.54260
C 4.52196 2.57287 -1.60118
C 3.05045 2.80991 -1.27681
H 3.40185 -0.33857 -0.42286
H 4.67446 0.40662 0.56693
H 4.25208 0.59435 -2.41298
H 5.76842 0.78156 -1.52968
H 4.78385 2.99796 -2.56829
H 5.15334 3.06034 -0.85257
H 2.38616 2.37046 -2.01966
H 2.78618 3.84727 -1.08146
```



Entry 4:
The following is a quantum chemistry calculation of a structure of composition C55H48CdIN6OPS6, from OMol25.

Calculated values
LUMO level (alpha / beta) = 3.70 / 3.70 eV
Energy above the lowest of the compared OMol25 structures with the same formula, charge and spin = 14.0 kcal/mol
Charge = -2
HOMO-LUMO gap (alpha / beta) = 3.594 / 3.595 eV

The geometry in XYZ format:
```
119
C55H48CdIN6OPS6, DFT the ωB97M-V functional and the def2-TZVPD basis
Cd -1.68084 0.91167 -0.49623
N -4.14699 0.87613 2.07162
P -2.64650 1.72090 2.21896
C -2.02668 1.06458 3.80949
C -2.31465 1.57605 5.07384
C -1.78775 0.96783 6.20378
C -0.97393 -0.15231 6.07942
C -0.68218 -0.66742 4.82368
C -1.20409 -0.05510 3.69423
C -3.19919 3.38354 2.69847
C -2.19080 4.34545 2.75609
C -2.48579 5.65073 3.10965
C -3.79668 6.01697 3.38624
C -4.80850 5.07322 3.30219
C -4.51053 3.76047 2.96123
C -4.21787 -0.26505 1.29312
C -5.46931 -1.00516 1.35787
C -5.64749 -2.08007 0.57994
C -4.53998 -2.61405 -0.21096
C -3.30291 -1.80302 -0.20176
N -3.24614 -0.57726 0.49774
H -4.80686 0.87559 2.83571
H -2.93328 2.46108 5.17238
H -2.00662 1.37251 7.18493
H -0.55852 -0.61801 6.96516
H -0.03481 -1.52820 4.70938
H -0.95675 -0.43257 2.71004
H -1.17535 4.06877 2.49115
H -1.69553 6.39004 3.14086
H -4.03094 7.04225 3.64493
H -5.83573 5.35911 3.49239
H -5.31401 3.04048 2.86904
H -6.27823 -0.58685 1.94260
H -6.61726 -2.54924 0.48518
H -4.79715 -3.14627 -1.11874
H -2.66417 -1.81845 -1.07373
N 0.25385 1.17052 0.66383
S 1.55910 0.53339 0.82189
N 2.62071 0.46675 -0.36431
S 2.82410 -0.81556 -1.31091
N 1.64235 -1.62014 -2.03192
S 0.30360 -0.94978 -2.57212
N -0.82444 -0.68577 -1.68436
C -0.15388 -2.17714 -3.79807
C 0.74378 -3.08054 -4.34513
C 0.28745 -4.00624 -5.27194
C -1.05224 -4.02288 -5.64064
C -1.94352 -3.11889 -5.08011
C -1.49505 -2.19046 -4.15115
C 0.80256 0.45555 -3.57472
C 0.89737 1.67386 -2.91468
C 1.30804 2.79374 -3.61538
C 1.61490 2.69905 -4.96686
C 1.50498 1.48187 -5.61888
C 1.09962 0.35065 -4.92385
C 3.42952 -2.04315 -0.25719
C 3.19589 -3.43263 -0.48679
C 4.00749 -4.38575 0.08872
C 5.08921 -4.05261 0.90825
C 5.35052 -2.69185 1.10687
C 4.56437 -1.71330 0.54777
C 3.64952 -0.00586 -2.64010
C 3.97174 -0.79697 -3.77522
C 4.96180 -0.42144 -4.65193
C 5.70761 0.74550 -4.45382
C 5.42439 1.51184 -3.32775
C 4.42617 1.16196 -2.43722
C 2.52417 1.44763 2.04017
C 3.88722 1.66202 1.92046
C 4.54875 2.39885 2.89418
C 3.84902 2.90909 3.97873
C 2.47932 2.69604 4.08675
C 1.81340 1.97143 3.11142
C 1.52553 -1.11340 1.56177
C 0.52371 -1.96677 1.11220
C 0.42141 -3.23754 1.65133
C 1.30175 -3.64947 2.64743
C 2.29081 -2.78843 3.09450
C 2.40728 -1.51340 2.55517
H 1.77502 -3.06984 -4.01965
H 0.97847 -4.72364 -5.69760
H -1.40335 -4.75275 -6.36039
H -2.99236 -3.13152 -5.34768
H -2.18652 -1.49238 -3.69349
H 0.66972 1.74677 -1.85742
H 1.38244 3.74182 -3.09920
H 1.94135 3.57669 -5.51107
H 1.74162 1.40404 -6.67289
H 1.02201 -0.59930 -5.43415
H 2.33872 -3.72689 -1.07553
H 3.76801 -5.43201 -0.07881
H 5.70162 -4.81639 1.36942
H 6.18927 -2.38899 1.72686
H 4.81645 -0.67206 0.70933
H 3.42451 -1.71488 -3.94819
H 5.15224 -1.04311 -5.52115
H 6.47223 1.04625 -5.15847
H 5.97450 2.43167 -3.15291
H 4.19346 1.80583 -1.60089
H 4.40836 1.27277 1.05610
H 5.61303 2.57628 2.80023
H 4.36980 3.48073 4.73755
H 1.92704 3.10063 4.92605
H 0.74399 1.80919 3.15716
H -0.14841 -1.64565 0.32054
H -0.34531 -3.90763 1.28354
H 1.22657 -4.64857 3.05882
H 2.99357 -3.11159 3.85303
H 3.19327 -0.85438 2.89669
I -2.45282 3.42471 -1.26663
S -3.16570 -3.37436 0.76493
C -6.03817 1.75612 -1.37702
O -6.71164 0.51655 -1.56596
C -6.10782 -0.45775 -2.29570
S -7.05143 -1.85092 -2.45458
S -4.54723 -0.20863 -2.86747
H -6.75861 2.39670 -0.86761
H -5.72720 2.19368 -2.32554
H -5.14060 1.63472 -0.76655
```



The calculation returns the following maximum force values, one per record and in order: 2.58; 0.23; 0.42; 0.84 eV/Å.